w | Entry from the OMol25 dataset: C41H67BFN5O4P2Ti as an isolated structure (wB97M-V/def2-TZVPD).

- HOMO-LUMO gap (eV) = 6.0
- spin multiplicity = 1
- E_LUMO (Ha) = -0.19391
- total charge = +2

Atoms and positions in Å:
Ti  -0.1672  1.2020  0.0444
C  -0.2282  0.3375  -5.6642
C  -0.8949  0.5809  -4.3114
C  -1.0343  2.0899  -4.0818
C  -2.3053  -0.0086  -4.3341
P  0.0174  -0.0975  -2.7686
C  1.6817  0.7535  -2.9612
N  1.5369  2.0991  -2.4682
B  0.8260  2.5305  -1.2933
N  0.9200  3.9522  -1.3240
C  0.4548  4.9344  -0.3755
P  -0.8436  4.2045  0.7646
C  -2.3893  5.0966  0.0679
C  -3.5868  4.6372  0.9028
C  -2.4038  6.6223  -0.0111
C  -2.5160  4.5363  -1.3559
C  -0.2754  4.9865  2.4129
C  -1.0898  4.3406  3.5359
C  1.1961  4.5946  2.6151
C  -0.3972  6.5062  2.4843
C  1.5926  4.3527  -2.4648
C  1.8865  5.6172  -2.9502
C  2.5179  5.7099  -4.1790
C  2.8668  4.5740  -4.8997
C  2.6037  3.3059  -4.4115
C  1.9640  3.2015  -3.1866
C  0.4948  -1.9327  -3.0425
C  0.9683  -2.3697  -4.4258
C  1.6325  -2.2176  -2.0506
C  -0.7562  -2.7431  -2.6771
H  -0.5862  1.0849  -6.3708
H  0.8539  0.4211  -5.6226
H  -0.4826  -0.6393  -6.0654
H  -1.8103  2.4797  -4.7370
H  -1.3196  2.2955  -3.0469
H  -0.1171  2.6224  -4.3123
H  -2.8533  0.4092  -5.1774
H  -2.2913  -1.0881  -4.4513
H  -2.8427  0.2406  -3.4204
H  2.4313  0.2127  -2.3693
H  2.0123  0.7622  -4.0035
H  1.3016  5.2954  0.2168
H  0.0316  5.7873  -0.9147
H  -3.5625  5.0847  1.8950
H  -4.5174  4.9433  0.4253
H  -3.5919  3.5514  1.0085
H  -2.5793  7.0714  0.9600
H  -1.4904  7.0388  -0.4273
H  -3.2231  6.9282  -0.6612
H  -2.4006  3.4503  -1.3588
H  -3.4952  4.7809  -1.7642
H  -1.7650  4.9588  -2.0202
H  -0.7996  3.2989  3.6531
H  -0.8856  4.8538  4.4757
H  -2.1585  4.3842  3.3468
H  1.3930  3.6020  2.2112
H  1.8853  5.3050  2.1647
H  1.4170  4.5633  3.6789
H  -1.4268  6.8177  2.6278
H  0.1797  6.8659  3.3356
H  -0.0077  6.9859  1.5900
H  1.6242  6.5070  -2.4003
H  2.7385  6.6835  -4.5845
H  3.3423  4.6795  -5.8617
H  2.8743  2.4346  -4.9921
H  1.7715  -1.7450  -4.8106
H  1.3432  -3.3908  -4.3557
H  0.1483  -2.3708  -5.1350
H  2.5876  -1.9164  -2.4731
H  1.5032  -1.6868  -1.1060
H  1.6957  -3.2867  -1.8517
H  -1.4688  -2.7366  -3.4972
H  -0.5060  -3.7859  -2.4849
H  -1.2623  -2.3198  -1.8078
C  1.6784  -3.4487  6.0411
C  0.3016  -2.9740  5.5895
N  0.3278  -2.4479  4.2321
C  0.4717  -1.1211  4.0689
C  0.4352  -0.4883  2.8593
C  0.5968  1.0162  2.8435
O  1.1071  1.5669  3.7995
O  0.1586  1.6062  1.7903
C  0.2482  -1.2231  1.6504
O  0.1895  -0.7062  0.4965
C  0.1679  -2.6634  1.8358
C  0.0497  -3.4932  0.7169
C  0.0557  -4.8556  0.8506
F  -0.0543  -5.6072  -0.2693
C  0.1537  -5.4709  2.1037
C  0.2232  -4.6483  3.2216
C  0.2335  -3.2542  3.1206
N  0.2101  -6.8672  2.2910
C  -0.9603  -7.4832  2.8823
C  -0.5678  -8.8329  3.4747
N  -0.0064  -9.6891  2.3977
C  1.1757  -9.0271  1.7847
C  0.7317  -7.6833  1.2132
H  1.6188  -3.8288  7.0566
H  2.3812  -2.6216  6.0188
H  2.0638  -4.2328  5.3961
H  -0.0331  -2.1698  6.2487
H  -0.4351  -3.7788  5.6493
H  0.6091  -0.5218  4.9591
H  -0.0646  -3.0464  -0.2544
H  0.2990  -5.1277  4.1814
H  -1.7621  -7.6239  2.1366
H  -1.3500  -6.8451  3.6746
H  -1.4329  -9.3190  3.9255
H  0.2039  -8.6883  4.2320
H  -0.7206  -9.8168  1.6678
H  0.2388  -10.6172  2.7609
H  1.5814  -9.6512  0.9880
H  1.9340  -8.8887  2.5576
H  -0.0132  -7.8590  0.4216
H  1.5936  -7.1882  0.7659
C  -2.2345  0.8461  -0.0749
H  -2.5031  0.4793  0.9280
H  -2.4559  0.0440  -0.7898
H  -2.9129  1.6706  -0.3012
O  2.5387  1.0056  0.5239
H  2.8444  1.3482  1.3755
H  3.1218  1.3962  -0.1387

***

x | Entry from the OMol25 dataset: C41H67BFN5O4P2Ti as an isolated structure (wB97M-V/def2-TZVPD).

- HOMO-LUMO gap (eV) = 6.1
- spin multiplicity = 1
- E_LUMO (Ha) = -0.18890
- total charge = +2

Atoms and positions in Å:
Ti  -0.0636  0.0735  1.1976
C  -4.2616  -1.3880  -0.7321
C  -3.9234  -1.7752  0.7065
C  -2.9791  -2.9830  0.6791
C  -5.1886  -2.1555  1.4736
P  -2.8914  -0.3451  1.4266
C  -2.8694  -0.7711  3.2405
N  -1.7486  -0.1033  3.8491
B  -0.5031  0.2629  3.2531
N  0.2683  0.8363  4.3044
C  1.6067  1.3783  4.3078
P  2.4694  1.0687  2.6710
C  3.6059  -0.3823  3.1923
C  4.7657  -0.0295  4.1160
C  2.6974  -1.4087  3.8808
C  4.1734  -1.0353  1.9259
C  3.4925  2.6949  2.5506
C  4.3435  3.0587  3.7676
C  2.4709  3.8126  2.3065
C  4.3804  2.6211  1.3066
C  -0.4879  0.8388  5.4673
C  -0.2013  1.3072  6.7389
C  -1.1788  1.1861  7.7128
C  -2.4153  0.6197  7.4302
C  -2.7083  0.1410  6.1649
C  -1.7363  0.2526  5.1856
C  -3.9074  1.2756  1.4088
C  -5.3755  1.1523  1.8057
C  -3.7946  1.8560  -0.0081
C  -3.2173  2.2157  2.4045
H  -4.7122  -2.2267  -1.2577
H  -3.3579  -1.0921  -1.2651
H  -4.9665  -0.5637  -0.7582
H  -3.4497  -3.8047  0.1403
H  -2.7455  -3.3408  1.6802
H  -2.0451  -2.7369  0.1721
H  -5.5748  -3.0874  1.0624
H  -5.9686  -1.4083  1.3767
H  -4.9911  -2.3270  2.5284
H  -2.7730  -1.8619  3.3437
H  -3.8077  -0.4644  3.7161
H  2.1802  0.9239  5.1244
H  1.5665  2.4568  4.5054
H  4.4526  0.5713  4.9628
H  5.5484  0.4937  3.5761
H  5.1927  -0.9495  4.5085
H  2.4473  -1.1155  4.8967
H  3.2124  -2.3662  3.9415
H  1.7665  -1.5555  3.3237
H  4.6520  -0.3097  1.2696
H  3.3815  -1.5606  1.3927
H  4.9265  -1.7726  2.2009
H  3.8454  2.8360  4.7061
H  4.5467  4.1277  3.7472
H  5.3024  2.5531  3.7525
H  1.7199  3.8694  3.0905
H  1.9674  3.6751  1.3553
H  2.9845  4.7704  2.2709
H  5.2060  1.9253  1.4301
H  4.8042  3.6042  1.1129
H  3.8020  2.3365  0.4251
H  0.7446  1.7739  6.9690
H  -0.9695  1.5305  8.7132
H  -3.1615  0.5491  8.2068
H  -3.6707  -0.3023  5.9597
H  -5.9715  0.6808  1.0290
H  -5.7740  2.1540  1.9603
H  -5.5031  0.6003  2.7331
H  -4.6593  1.5995  -0.6130
H  -2.9087  1.4762  -0.5188
H  -3.7347  2.9406  0.0270
H  -3.2892  1.8380  3.4230
H  -3.7100  3.1885  2.3815
H  -2.1625  2.3448  2.1495
C  2.0282  -4.4256  -4.6216
C  0.5716  -4.1953  -4.2227
N  0.4176  -3.0866  -3.2919
C  0.5426  -3.3359  -1.9647
C  0.2756  -2.4210  -0.9919
C  0.5770  -2.7136  0.4709
O  0.7662  -3.8558  0.8305
O  0.6562  -1.6663  1.2199
C  -0.2560  -1.1455  -1.3557
O  -0.7825  -0.3417  -0.5395
C  -0.1472  -0.8191  -2.7578
C  -0.3207  0.5082  -3.1395
C  -0.1720  0.8804  -4.4473
F  -0.3455  2.1902  -4.7342
C  0.1578  -0.0508  -5.4417
C  0.3408  -1.3798  -5.0485
C  0.2007  -1.7910  -3.7193
N  0.3733  0.3030  -6.7806
C  0.5093  1.7048  -7.1466
C  0.9185  1.7947  -8.6226
N  1.6378  0.5489  -8.9827
C  0.7116  -0.6207  -8.9834
C  -0.2876  -0.4439  -7.8278
H  2.0953  -5.2265  -5.3541
H  2.6196  -4.7114  -3.7555
H  2.4580  -3.5236  -5.0510
H  0.1836  -5.0973  -3.7434
H  -0.0418  -3.9943  -5.1036
H  0.8602  -4.3265  -1.6691
H  -0.5551  1.2410  -2.3838
H  0.6436  -2.0919  -5.7987
H  1.2736  2.1528  -6.5090
H  -0.4141  2.2807  -7.0156
H  1.5596  2.6610  -8.7865
H  0.0476  1.8909  -9.2717
H  2.3502  0.3943  -8.2581
H  2.1061  0.6413  -9.8900
H  1.3041  -1.5287  -8.8594
H  0.1849  -0.6700  -9.9367
H  -0.6099  -1.4164  -7.4641
H  -1.1833  0.0888  -8.1750
C  0.0296  2.0581  0.5329
H  -0.7931  2.2839  -0.1607
H  0.9521  2.2675  -0.0219
H  -0.0325  2.7984  1.3388
O  2.1074  -0.0127  -0.4802
H  2.6314  -0.7935  -0.2648
H  2.6851  0.7429  -0.3122

***

Which structure is the least stable? The one labeled x.